No. 1
Formula: C53H70BrP2PtSi
Source: the Open Molecules 2025 dataset
Level of theory: ωB97M-V/def2-TZVPD

```
! wB97M-V def2-TZVPD RIJCOSX def2/J DEFGRID3
* xyz 1 5
Pt -0.813 0.008 0.528
C 2.210 1.971 0.582
Si 1.559 0.227 0.303
C 2.145 -0.334 -1.406
C 3.204 0.396 -1.949
C 3.552 0.317 -3.291
C 2.792 -0.463 -4.142
C 1.749 -1.221 -3.630
C 1.444 -1.213 -2.268
P 0.187 -2.397 -1.680
C -0.214 -3.429 -3.148
C 0.890 -4.146 -3.944
C 0.342 -4.425 -5.353
C -1.157 -4.777 -5.321
C -1.527 -5.433 -3.994
C -1.293 -4.472 -2.811
C 0.982 -3.361 -0.341
C 2.007 -4.387 -0.840
C 2.868 -4.886 0.332
C 2.071 -4.947 1.642
C 0.596 -5.210 1.361
C -0.026 -4.007 0.638
C 2.269 -0.814 1.712
C 3.605 -1.223 1.699
C 4.152 -1.921 2.764
C 3.360 -2.232 3.862
C 2.028 -1.854 3.885
C 1.472 -1.146 2.817
P -0.273 -0.590 2.852
C -1.120 -1.866 3.880
C -1.131 -1.711 5.404
C -1.417 -3.087 6.033
C -2.365 -3.931 5.164
C -3.323 -3.031 4.389
C -2.563 -2.120 3.406
C -0.186 1.068 3.670
C -1.542 1.529 4.272
C -1.421 1.905 5.748
C -0.360 2.982 5.978
C 0.928 2.703 5.175
C 0.979 1.270 4.648
H 3.252 1.939 0.912
H 1.637 2.481 1.358
H 2.144 2.570 -0.326
H 3.758 1.078 -1.316
H 4.385 0.893 -3.672
H 3.009 -0.496 -5.201
H 1.175 -1.825 -4.319
H -0.668 -2.684 -3.812
H 1.120 -5.088 -3.449
H 1.824 -3.587 -3.998
H 0.911 -5.245 -5.795
H 0.503 -3.553 -5.991
H -1.404 -5.438 -6.152
H -1.762 -3.877 -5.459
H -0.925 -6.336 -3.864
H -2.568 -5.757 -4.001
H -0.994 -5.049 -1.934
H -2.211 -3.950 -2.553
H 1.542 -2.598 0.208
H 2.643 -3.957 -1.615
H 1.478 -5.228 -1.287
H 3.735 -4.234 0.456
H 3.252 -5.877 0.082
H 2.159 -3.997 2.172
H 2.487 -5.712 2.300
H 0.046 -5.400 2.285
H 0.494 -6.112 0.750
H -0.331 -3.250 1.365
H -0.940 -4.311 0.127
H 4.228 -0.989 0.841
H 5.191 -2.225 2.740
H 3.777 -2.781 4.696
H 1.429 -2.116 4.747
H -0.529 -2.757 3.632
H -1.916 -1.002 5.673
H -0.200 -1.307 5.800
H -1.848 -2.943 7.026
H -0.475 -3.623 6.176
H -2.920 -4.629 5.789
H -1.792 -4.542 4.459
H -3.882 -2.420 5.102
H -4.060 -3.625 3.847
H -3.093 -1.171 3.322
H -2.538 -2.559 2.403
H 0.036 1.709 2.808
H -2.310 0.763 4.155
H -1.903 2.394 3.713
H -1.176 1.019 6.338
H -2.391 2.254 6.106
H -0.133 3.036 7.044
H -0.765 3.957 5.699
H 1.809 2.902 5.786
H 0.989 3.379 4.317
H 0.936 0.559 5.477
H 1.926 1.099 4.135
Br -0.468 2.117 -1.842
C -1.287 3.335 -0.640
C -1.118 4.663 -0.893
C -1.847 5.615 -0.151
C -2.777 5.199 0.753
C -2.976 3.820 1.012
C -4.020 3.394 1.870
C -4.238 2.069 2.092
C -3.346 1.115 1.557
C -2.291 1.481 0.763
C -2.154 2.848 0.374
H -0.456 4.983 -1.686
H -1.698 6.668 -0.345
H -3.395 5.917 1.277
H -4.657 4.144 2.323
H -5.060 1.744 2.718
H -3.487 0.073 1.807
C -4.362 -3.661 -0.779
C -4.043 -2.282 -1.371
C -4.976 -1.244 -0.712
C -4.302 -2.258 -2.885
C -2.660 -1.880 -1.051
C -1.509 -1.536 -0.686
H -5.382 -3.940 -1.048
H -4.289 -3.638 0.310
H -3.692 -4.434 -1.150
H -6.009 -1.478 -0.976
H -4.746 -0.235 -1.051
H -4.883 -1.278 0.373
H -5.361 -2.444 -3.069
H -3.733 -3.025 -3.412
H -4.044 -1.286 -3.305
*
```

Output
* frontier orbital gap (alpha / beta): 6.548 / 6.133 eV
* LUMO energy (alpha / beta): -1.759 / -4.094 eV
* ⟨S²⟩: 6.02

No. 2
Formula: C93H204F8N13O16S8
Source: the Open Molecules 2025 dataset
Level of theory: ωB97M-V/def2-TZVPD

```
! wB97M-V def2-TZVPD RIJCOSX def2/J DEFGRID3
* xyz 5 1
C 5.043 -3.315 -0.173
C 3.751 -4.180 -0.035
C 2.680 -3.494 0.793
C 3.063 -3.228 2.222
N 2.162 -2.421 3.072
C 2.689 -2.452 4.444
C 1.852 -3.552 5.215
C 0.428 -3.406 4.580
C 0.770 -3.153 3.068
C 2.098 -1.009 2.610
H 5.581 -3.318 0.731
H 4.736 -2.286 -0.343
H 5.635 -3.678 -1.000
H 3.925 -5.145 0.362
H 3.400 -4.170 -1.049
H 1.693 -3.954 0.661
H 2.535 -2.586 0.160
H 4.033 -2.762 2.289
H 3.153 -4.164 2.832
H 2.578 -1.449 4.810
H 3.759 -2.654 4.383
H 1.824 -3.484 6.296
H 2.388 -4.525 5.046
H -0.027 -2.606 5.080
H -0.162 -4.288 4.793
H 0.025 -2.559 2.619
H 0.884 -4.049 2.528
H 1.402 -0.390 3.197
H 1.736 -0.993 1.549
H 3.101 -0.666 2.650
C -4.698 -9.867 -3.392
C -3.295 -9.386 -3.880
C -2.871 -8.187 -2.972
C -1.416 -7.696 -3.152
N -1.146 -6.589 -2.087
C 0.404 -6.208 -2.223
C 1.133 -6.697 -1.013
C 0.054 -6.482 0.073
C -1.262 -6.891 -0.611
C -2.029 -5.392 -2.367
H -4.988 -10.810 -3.864
H -5.467 -9.115 -3.579
H -4.700 -9.994 -2.291
H -3.444 -8.995 -4.909
H -2.588 -10.200 -3.940
H -2.959 -8.406 -1.940
H -3.630 -7.359 -3.179
H -1.308 -7.155 -4.056
H -0.688 -8.499 -2.981
H 0.518 -5.122 -2.238
H 0.741 -6.699 -3.128
H 1.993 -6.067 -0.803
H 1.410 -7.736 -1.185
H 0.029 -5.415 0.283
H 0.197 -7.001 1.001
H -2.176 -6.394 -0.202
H -1.399 -7.943 -0.450
H -1.782 -4.496 -1.784
H -3.025 -5.651 -2.072
H -2.159 -5.158 -3.403
C 4.898 3.580 -7.302
C 5.890 3.360 -8.414
C 7.120 2.535 -8.049
C 6.762 1.027 -8.139
N 7.666 0.140 -7.315
C 7.156 -1.284 -7.252
C 7.833 -1.947 -6.122
C 8.016 -0.781 -5.092
C 7.623 0.512 -5.830
C 9.044 0.150 -7.927
H 3.913 4.082 -7.551
H 5.324 4.123 -6.479
H 4.586 2.561 -7.028
H 6.235 4.334 -8.790
H 5.366 2.808 -9.249
H 7.581 2.855 -7.123
H 7.874 2.781 -8.839
H 6.763 0.779 -9.215
H 5.735 0.836 -7.774
H 7.406 -1.690 -8.224
H 6.067 -1.275 -7.198
H 8.817 -2.290 -6.434
H 7.212 -2.767 -5.751
H 9.063 -0.834 -4.757
H 7.467 -0.993 -4.173
H 8.288 1.335 -5.598
H 6.625 0.869 -5.627
H 9.639 1.067 -7.777
H 9.059 -0.050 -8.966
H 9.653 -0.629 -7.474
C -3.198 8.724 4.569
C -1.863 8.734 5.297
C -0.711 7.853 4.891
C -0.899 6.376 5.180
N -0.081 5.483 4.263
C -0.694 5.560 2.835
C -0.442 4.144 2.213
C -0.122 3.182 3.386
C -0.441 3.986 4.619
C 1.433 5.800 4.152
C 2.187 5.748 5.427
C 3.537 6.283 5.058
H -3.804 7.860 4.879
H -3.098 8.736 3.491
H -3.731 9.589 4.964
H -2.106 8.661 6.376
H -1.534 9.781 5.180
H 0.195 8.211 5.413
H -0.698 7.945 3.805
H -1.943 6.064 4.902
H -0.593 6.079 6.205
H -0.213 6.382 2.279
H -1.771 5.777 2.906
H 0.396 4.180 1.475
H -1.255 3.937 1.613
H 0.867 2.819 3.307
H -0.664 2.250 3.419
H 0.157 3.647 5.493
H -1.460 3.900 4.970
H 1.606 6.770 3.715
H 1.790 5.118 3.391
H 2.260 4.690 5.751
H 1.653 6.318 6.217
H 4.373 6.052 5.705
H 3.440 7.389 5.070
H 3.817 5.933 4.062
C -3.186 1.154 -4.814
C -3.533 1.418 -3.330
C -2.750 2.647 -2.821
C -3.561 3.869 -3.045
N -2.915 5.214 -2.768
C -2.152 5.118 -1.439
C -2.154 6.592 -0.827
C -3.063 7.357 -1.757
C -3.915 6.299 -2.399
C -2.011 5.485 -3.936
C -2.765 5.906 -5.152
C -1.880 6.025 -6.385
H -2.117 0.964 -4.810
H -3.355 2.006 -5.474
H -3.605 0.229 -5.233
H -3.199 0.587 -2.691
H -4.652 1.489 -3.186
H -1.936 2.676 -3.561
H -2.386 2.507 -1.806
H -4.368 3.779 -2.295
H -4.011 3.961 -4.060
H -1.138 4.686 -1.678
H -2.745 4.390 -0.847
H -1.161 6.979 -0.758
H -2.657 6.584 0.136
H -2.480 8.033 -2.388
H -3.716 8.102 -1.320
H -4.476 6.573 -3.294
H -4.630 5.794 -1.701
H -1.308 4.636 -4.038
H -1.455 6.354 -3.662
H -3.234 6.900 -4.954
H -3.599 5.280 -5.420
H -0.993 6.580 -6.104
H -2.478 6.493 -7.143
H -1.659 5.023 -6.787
C 5.089 2.460 6.087
C 4.341 1.822 4.893
C 4.637 2.515 3.534
C 5.728 1.757 2.785
N 6.074 2.213 1.390
C 4.877 2.073 0.437
C 5.576 2.019 -0.954
C 7.049 1.673 -0.735
C 7.133 1.394 0.785
C 6.523 3.697 1.446
C 7.669 4.047 2.370
C 8.119 5.498 2.108
H 6.117 2.250 6.197
H 4.521 2.177 6.982
H 4.929 3.519 6.076
H 3.289 1.949 5.051
H 4.497 0.741 4.860
H 4.904 3.558 3.755
H 3.718 2.603 2.948
H 5.451 0.703 2.709
H 6.602 1.887 3.447
H 4.241 2.958 0.315
H 4.371 1.122 0.716
H 5.580 3.017 -1.449
H 5.022 1.343 -1.599
H 7.707 2.447 -1.020
H 7.311 0.775 -1.266
H 8.055 1.697 1.234
H 6.845 0.318 0.983
H 5.690 4.249 1.843
H 6.698 4.110 0.462
H 8.562 3.412 2.315
H 7.310 3.932 3.399
H 7.263 6.160 2.043
H 8.694 5.663 1.209
H 8.770 5.816 2.984
C -5.630 -5.595 3.784
C -4.836 -4.936 2.628
C -5.439 -3.572 2.162
C -6.850 -3.699 1.544
N -7.295 -2.473 0.794
C -8.730 -2.742 0.208
C -8.721 -1.762 -0.924
C -7.357 -1.756 -1.564
C -6.436 -2.355 -0.480
C -7.167 -1.199 1.578
C -7.831 -1.243 2.901
C -7.526 0.103 3.589
H -5.658 -4.921 4.663
H -5.101 -6.492 4.082
H -6.573 -5.934 3.444
H -4.580 -5.680 1.871
H -3.841 -4.589 3.054
H -4.774 -3.155 1.395
H -5.392 -2.913 3.059
H -7.642 -3.934 2.276
H -6.819 -4.508 0.788
H -9.491 -2.538 0.946
H -8.658 -3.773 -0.085
H -9.016 -0.742 -0.622
H -9.490 -1.979 -1.657
H -7.100 -0.745 -1.866
H -7.418 -2.382 -2.439
H -5.532 -1.801 -0.313
H -6.230 -3.373 -0.737
H -7.464 -0.381 0.937
H -6.121 -0.990 1.665
H -7.425 -2.084 3.446
H -8.885 -1.368 2.819
H -7.728 0.922 2.902
H -6.463 0.158 3.914
H -8.098 0.272 4.517
C -0.306 2.668 -10.193
C -0.332 2.317 -8.722
C -1.122 1.049 -8.306
C -0.303 -0.155 -8.738
N -0.209 -1.336 -7.823
C 0.563 -2.406 -8.467
C -0.355 -3.079 -9.451
C -1.802 -2.883 -8.901
C -1.575 -1.999 -7.658
C 0.298 -0.845 -6.454
C 1.621 -0.077 -6.575
C 1.958 0.595 -5.244
H -1.219 3.014 -10.682
H -0.169 1.711 -10.735
H 0.546 3.356 -10.328
H -0.585 3.235 -8.190
H 0.681 2.224 -8.412
H -2.125 1.120 -8.736
H -1.286 1.039 -7.241
H 0.741 0.094 -8.868
H -0.665 -0.538 -9.680
H 0.884 -3.064 -7.714
H 1.426 -2.028 -9.035
H -0.030 -4.093 -9.590
H -0.247 -2.612 -10.426
H -2.182 -3.859 -8.687
H -2.466 -2.372 -9.586
H -1.381 -2.663 -6.800
H -2.316 -1.224 -7.464
H 0.357 -1.667 -5.812
H -0.481 -0.201 -6.026
H 1.603 0.733 -7.368
H 2.411 -0.800 -6.914
H 1.253 1.398 -4.998
H 2.927 1.070 -5.347
H 2.011 -0.097 -4.408
C -3.165 -2.280 4.807
C -3.436 -3.059 6.127
C -3.646 -2.226 7.394
C -4.121 -3.102 8.522
N -3.422 -2.871 9.859
C -1.897 -2.970 9.699
C -1.376 -4.305 10.312
C -2.705 -5.009 10.683
C -3.698 -3.892 10.928
C -3.816 -1.454 10.270
C -5.191 -1.324 10.807
C -5.578 0.189 10.941
H -2.842 -3.067 4.093
H -2.467 -1.526 5.035
H -4.028 -1.759 4.406
H -2.622 -3.788 6.326
H -4.313 -3.679 5.967
H -4.505 -1.540 7.264
H -2.823 -1.522 7.578
H -3.888 -4.159 8.349
H -5.209 -3.049 8.716
H -1.495 -2.093 10.168
H -1.655 -2.853 8.618
H -0.688 -4.113 11.141
H -0.899 -4.807 9.530
H -2.611 -5.688 11.573
H -2.979 -5.650 9.837
H -3.644 -3.433 11.899
H -4.791 -4.168 10.859
H -3.648 -0.795 9.447
H -3.083 -1.163 11.034
H -5.430 -1.941 11.621
H -5.759 -1.849 9.995
H -6.682 0.176 11.102
H -5.358 0.784 10.017
H -5.171 0.571 11.900
N 3.075 4.772 -1.069
S 2.068 3.678 -1.584
O 2.796 2.622 -2.239
O 0.857 4.078 -2.237
F 1.472 3.023 -0.291
S 2.509 5.894 -0.271
O 1.120 5.838 0.028
O 3.083 7.147 -0.498
F 3.207 5.545 1.139
N 2.815 -4.773 -4.986
S 1.459 -5.188 -5.765
O 0.621 -3.989 -5.960
O 0.843 -6.203 -5.003
F 1.979 -5.537 -7.105
S 3.214 -3.346 -4.434
O 4.305 -3.593 -3.478
O 2.028 -2.437 -4.180
F 4.019 -2.776 -5.757
N -1.882 -0.564 -0.902
S -2.160 -1.221 0.507
O -3.574 -1.004 0.791
O -1.239 -1.124 1.617
F -2.178 -2.778 0.200
S -0.344 -0.959 -1.473
O 0.730 -0.706 -0.530
O -0.169 -0.571 -2.858
F -0.362 -2.530 -1.579
N -0.572 1.461 6.202
S 0.581 0.365 6.320
O 1.248 0.562 5.120
O 0.274 -0.884 6.844
F 1.594 0.824 7.489
S -1.861 1.225 7.291
O -1.489 0.741 8.538
O -2.976 0.795 6.490
F -2.226 2.690 7.454
*
```

Output
* frontier orbital gap: 9.708 eV
* LUMO energy: -7.142 eV

Energy above the lowest of the compared OMol25 structures with the same formula, charge and spin, respectively: 0.00 279.44 kJ/mol.